{"formula": "C29H28F34N2O9", "method": "wB97M-V/def2-TZVPD", "symbols": ["C", "C", "O", "N", "C", "C", "C", "N", "O", "C", "O", "O", "C", "F", "C", "C", "O", "F", "H", "H", "H", "H", "H", "H", "H", "H", "H", "H", "H", "H", "F", "C", "F", "C", "F", "F", "C", "O", "C", "F", "F", "C", "F", "F", "H", "H", "H", "H", "F", "C", "F", "C", "F", "F", "C", "O", "C", "F", "F", "C", "F", "F", "H", "H", "H", "H", "F", "C", "F", "C", "F", "F", "C", "O", "C", "F", "F", "C", "F", "F", "H", "H", "H", "H", "F", "C", "F", "C", "F", "F", "C", "O", "C", "F", "F", "C", "F", "F", "H", "H", "H", "H"], "positions_angstrom": [[-1.9033, 0.8457, 0.7500], [-1.2587, 1.9230, 1.7414], [-0.4452, 1.4783, 2.6165], [-1.5523, 3.3789, 1.7762], [-3.0360, 3.5674, 1.7996], [-0.8939, 4.1297, 0.6788], [-1.7534, 4.2047, -0.7129], [-0.9600, 4.7351, -1.8666], [-1.0224, 5.5366, 1.1292], [0.0319, 6.3836, 0.6701], [0.0605, 7.6279, 0.7118], [1.0818, 5.4858, 0.1984], [0.6993, 4.1144, 0.5359], [1.1009, 3.1079, -0.4399], [1.6277, 3.7406, 1.7937], [1.2476, 4.4786, 3.1608], [0.8654, 3.7534, 4.1180], [1.3511, 5.8780, 3.4062], [-1.3230, -0.1545, 0.8265], [-1.9667, 1.1622, -0.3416], [-2.9659, 0.6079, 1.1462], [-3.4752, 3.1955, 2.8055], [-3.5886, 2.9839, 0.9601], [-3.3763, 4.6574, 1.6961], [-2.1353, 3.1678, -1.0111], [-2.6904, 4.8722, -0.5979], [-1.4187, 4.4655, -2.7485], [-0.9977, 5.7705, -1.7928], [2.6981, 4.0995, 1.5201], [1.7084, 2.5973, 1.8813], [-6.9120, -2.6635, 1.0630], [-6.7709, -1.3816, 1.4402], [-6.9722, -0.6322, 0.3249], [-5.3953, -1.0779, 2.0409], [-4.4138, -1.2030, 1.1145], [-5.3908, 0.2388, 2.4130], [-5.0086, -1.8974, 3.2903], [-4.1931, -3.0628, 3.0913], [-4.8521, -4.2557, 2.7052], [-6.1763, -4.1137, 2.9069], [-4.4434, -5.2053, 3.5796], [-4.5007, -4.6996, 1.2786], [-4.7366, -3.7271, 0.3712], [-5.2510, -5.7673, 0.9097], [-7.5683, -1.1401, 2.1493], [-4.3767, -1.2400, 3.8958], [-5.8711, -2.1125, 3.9276], [-3.4455, -4.9764, 1.2052], [-0.1045, -7.1520, 0.3561], [0.3044, -8.4102, 0.1140], [-0.4844, -8.8804, -0.8866], [0.2053, -9.3226, 1.3400], [-1.0846, -9.5173, 1.7057], [0.6781, -10.5516, 0.9739], [1.0139, -8.8847, 2.5797], [0.3169, -8.1521, 3.6006], [0.1608, -6.7584, 3.4039], [0.9853, -6.3556, 2.4183], [0.6165, -6.1694, 4.5338], [-1.3001, -6.3477, 3.1757], [-1.8649, -7.0262, 2.1531], [-1.3889, -5.0300, 2.8630], [1.3305, -8.3735, -0.2635], [1.3133, -9.8090, 3.0834], [1.9571, -8.4014, 2.3093], [-1.9015, -6.5309, 4.0702], [1.5823, -1.0571, -3.5670], [1.0855, -0.5186, -2.4400], [0.5087, -1.5393, -1.7523], [0.0609, 0.5886, -2.7022], [-1.0585, 0.0979, -3.2891], [-0.3388, 1.0729, -1.4855], [0.5651, 1.7959, -3.5208], [0.2934, 1.7987, -4.9330], [1.1763, 1.0662, -5.7631], [2.2882, 0.7614, -5.0677], [1.5693, 1.9224, -6.7354], [0.5122, -0.1577, -6.4085], [-0.0458, -0.9764, -5.4912], [1.4244, -0.8973, -7.0871], [1.9193, -0.1442, -1.8389], [0.0100, 2.6630, -3.1486], [1.6106, 2.0301, -3.3115], [-0.2730, 0.1473, -7.1056], [6.4202, 2.1029, -1.7228], [7.5992, 2.6759, -1.4218], [8.2009, 1.8571, -0.5208], [7.4536, 4.0859, -0.8421], [6.8427, 4.0603, 0.3671], [8.7125, 4.5656, -0.6132], [6.7390, 5.1185, -1.7395], [5.3385, 5.3409, -1.5077], [4.4321, 4.4297, -2.1019], [5.0808, 3.7031, -3.0324], [3.5349, 5.1838, -2.7780], [3.6908, 3.5685, -1.0711], [4.5404, 2.9093, -0.2533], [2.9350, 2.6240, -1.6849], [8.2184, 2.6867, -2.3237], [7.1963, 6.0850, -1.5063], [6.9523, 4.9628, -2.8008], [3.0381, 4.1815, -0.4485]], "atomic_forces_ev_per_a": [[-0.7860, -0.1373, 0.6596], [3.1614, -2.7550, 2.7095], [-3.2716, 1.9663, -3.6804], [-0.0033, -0.9462, -1.4927], [-1.9379, -0.0372, -0.0259], [-1.0585, 2.2656, -0.6922], [-0.3722, -0.9242, -0.7566], [-0.5874, 0.4738, 0.7311], [1.9085, 1.9693, -0.6331], [-0.3599, 1.0178, 0.4497], [0.0335, -5.9958, -0.3940], [-2.2901, 0.1324, 0.4995], [0.9090, -1.3120, 0.6683], [-1.4497, 2.7403, 1.8161], [0.7747, 1.0194, -0.5820], [-1.9004, -3.7027, 4.4938], [1.9744, 3.9999, -4.3922], [0.0526, -2.7717, -1.5243], [-0.7546, 1.9960, -0.0279], [-0.1312, -0.3080, 1.8476], [1.6907, 0.5487, -0.7444], [1.0518, 0.5185, -1.6239], [0.9632, 0.8588, 1.3083], [0.9962, -1.5234, 0.2171], [0.6847, 1.3359, 0.5877], [1.5290, -1.1868, 0.5987], [0.2074, 0.3415, 0.6697], [0.1637, -0.9611, -0.4651], [-1.8466, -0.4118, 0.3221], [-0.6097, 1.9702, 0.5507], [0.0847, 0.0863, 0.0591], [-0.7017, 0.3768, -0.4511], [0.2698, 0.1868, 0.1762], [0.8450, -0.5067, 0.0168], [-0.3606, -0.0343, -0.0325], [-0.3934, -0.1299, 0.0569], [0.4718, 0.0157, 0.7697], [-1.0542, -0.4874, -1.0079], [0.0885, 1.2448, 1.3943], [0.0962, -0.4893, -0.2391], [0.1531, -0.0699, -0.4758], [0.3893, -0.3435, -0.7963], [0.0802, 0.0073, 0.3136], [-0.0358, 0.0920, 0.4613], [0.1416, 0.0393, 0.1383], [0.0416, -0.0555, -0.2942], [-0.0541, -0.0492, -0.3503], [-0.0436, 0.0353, 0.2705], [0.0017, -0.0576, 0.0747], [0.0043, -0.0738, -0.9356], [0.0611, -0.2626, 0.2434], [-0.5242, -0.0858, 0.8375], [0.1353, 0.1622, -0.2434], [0.2585, 0.3619, -0.2076], [0.4681, -0.3174, 0.6653], [-0.4696, 1.0505, -1.0710], [1.4702, -1.2962, 0.2928], [-0.3525, 0.4292, 0.1391], [-0.5633, 0.0188, -0.1618], [-0.8081, 0.1427, 0.0877], [0.1628, -0.0196, 0.1964], [0.3767, -0.0721, 0.1175], [0.0533, -0.0950, 0.1587], [-0.2881, 0.0731, -0.0958], [-0.2859, 0.1127, -0.1738], [0.2354, -0.0292, 0.0734], [-0.0921, 0.0794, 0.0112], [0.2871, -0.5670, 0.6775], [-0.2470, 0.2601, 0.0686], [-0.4161, 0.3104, -0.9231], [0.1899, -0.1463, 0.1640], [0.6989, -0.1975, -0.3593], [-0.0642, 0.8453, -0.0459], [0.6211, -1.4454, -0.2033], [0.0368, 1.5794, 1.2333], [-0.0103, -0.2648, -0.5103], [-0.3175, -0.4429, -0.1367], [-0.4040, -0.6176, -0.3997], [0.0387, 0.3201, -0.0541], [0.1495, 0.4016, 0.0920], [-0.0815, 0.2046, -0.0225], [-0.0122, -0.2312, -0.0200], [-0.1577, -0.3297, -0.0866], [0.1180, 0.2268, 0.0581], [-0.0050, 0.0859, 0.0273], [0.6131, -0.7027, 0.0216], [0.0602, 0.3413, 0.0884], [-0.6449, 0.5571, 0.4974], [0.0838, -0.2367, -0.1978], [-0.0254, -0.2718, -0.4114], [0.0108, 0.8453, -0.2221], [-0.2838, -1.5563, -0.1600], [1.2897, 1.4125, -0.5448], [-0.5182, -0.2360, 0.0529], [-0.1512, -0.3486, 0.4582], [-0.2525, -0.2814, 0.4998], [-0.0447, 0.2339, -0.0867], [0.8360, 0.1133, -0.6658], [-0.0075, 0.1939, 0.0073], [-0.1120, -0.2059, 0.2073], [-0.0895, -0.2878, 0.1817], [0.2080, 0.2166, -0.3981]], "gap_ev": 10.3130, "smiles": "CC(=O)N(C)[C@@]1(CN)OC(=O)O[C@@]1(F)CC(=O)F.FC(F)C(F)(F)COC(F)(F)C(F)F.FC(F)C(F)(F)COC(F)(F)C(F)F.FC(F)C(F)(F)COC(F)(F)C(F)F.FC(F)C(F)(F)COC(F)(F)C(F)F", "e_tot_ha": -5303.85240, "e_lumo_ev": 0.269, "e_homo_ev": -10.04}